1.
{
  "formula": "C44H53BN8O4ReS4",
  "method": "ωB97M-V/def2-TZVPD",
  "symbols": ["Re", "C", "C", "C", "C", "N", "N", "B", "N", "N", "C", "C", "C", "C", "C", "S", "C", "C", "C", "C", "N", "N", "C", "C", "C", "C", "C", "S", "C", "C", "C", "C", "C", "S", "C", "C", "C", "C", "H", "H", "H", "H", "H", "H", "H", "H", "H", "H", "H", "H", "H", "H", "H", "H", "H", "H", "H", "H", "H", "H", "H", "H", "H", "H", "H", "H", "H", "H", "H", "H", "H", "H", "H", "H", "H", "H", "H", "O", "S", "O", "N", "C", "C", "C", "C", "C", "C", "C", "C", "N", "C", "C", "C", "C", "C", "C", "C", "H", "H", "H", "H", "H", "H", "H", "H", "H", "H", "H", "C", "C", "O", "O", "H", "H", "H"],
  "positions_angstrom": [[-0.4679, 2.0007, 0.7563], [-2.5107, 1.2877, -4.1743], [-2.4072, 0.3146, -3.0403], [-3.2497, -0.7331, -2.8509], [-3.1003, -1.6189, -1.7344], [-2.1082, -1.4832, -0.9035], [-1.2903, -0.4393, -1.1210], [-0.0965, -0.1471, -0.2268], [1.2477, -0.2034, -0.9987], [1.2988, -1.0895, -2.0086], [2.4205, -1.1899, -2.6675], [3.5463, -0.4023, -2.3044], [3.4850, 0.4775, -1.2706], [4.6371, 1.3418, -0.8497], [2.2363, 0.5578, -0.6079], [1.9264, 1.6420, 0.6893], [2.4958, -2.1825, -3.8212], [3.4786, -3.2966, -3.4252], [3.0199, -1.4623, -5.0728], [1.1203, -2.7748, -4.1216], [-0.0491, -1.2699, 0.8657], [0.4568, -2.4403, 0.4925], [0.3133, -3.4563, 1.3198], [-0.2746, -3.2727, 2.5898], [-0.8279, -2.0725, 2.9396], [-1.4880, -1.8057, 4.2609], [-0.7212, -1.0672, 1.9670], [-1.4527, 0.4975, 2.1519], [0.8319, -4.8123, 0.8670], [-0.1518, -5.9125, 1.2887], [2.1923, -5.0445, 1.5432], [0.9938, -4.8363, -0.6508], [-1.4205, 0.4769, -2.0367], [-0.4701, 1.8493, -1.6947], [-4.1059, -2.7337, -1.4891], [-4.1921, -3.6207, -2.7400], [-5.4695, -2.0794, -1.2073], [-3.6929, -3.5775, -0.2850], [-3.3796, 1.0753, -4.7922], [-1.6146, 1.2382, -4.7968], [-2.5774, 2.3114, -3.7985], [-4.0682, -0.8881, -3.5444], [4.4660, -0.4942, -2.8699], [5.4855, 1.2110, -1.5170], [4.9493, 1.0949, 0.1685], [4.3446, 2.3939, -0.8424], [4.4966, -2.9116, -3.3142], [3.4968, -4.0612, -4.2049], [3.1898, -3.7745, -2.4869], [4.0242, -1.0573, -4.9314], [2.3560, -0.6441, -5.3652], [3.0705, -2.1714, -5.9004], [0.6961, -3.2761, -3.2483], [1.2107, -3.4993, -4.9332], [0.4199, -1.9933, -4.4328], [-0.2955, -4.0924, 3.2964], [-1.3769, -2.6578, 4.9278], [-2.5536, -1.6062, 4.1258], [-1.0465, -0.9247, 4.7298], [-0.1879, -6.0515, 2.3710], [0.1665, -6.8600, 0.8508], [-1.1639, -5.7027, 0.9309], [2.1155, -4.9815, 2.6324], [2.9252, -4.3063, 1.2078], [2.5639, -6.0393, 1.2901], [0.0323, -4.6810, -1.1509], [1.3858, -5.8084, -0.9565], [1.6778, -4.0586, -0.9878], [-4.5957, -3.0801, -3.6001], [-4.8550, -4.4648, -2.5434], [-3.2095, -4.0166, -3.0144], [-5.7910, -1.4414, -2.0355], [-5.4261, -1.4731, -0.2989], [-6.2257, -2.8555, -1.0719], [-2.7128, -4.0374, -0.4450], [-4.4287, -4.3679, -0.1279], [-3.6392, -2.9652, 0.6192], [0.8795, 0.8531, 3.7181], [0.7520, 2.2620, 3.9122], [-0.1329, 2.7602, 4.9180], [0.2603, 2.9369, 2.4120], [-0.0191, 4.3647, 2.3708], [-0.1291, 5.2282, 3.4336], [-0.4100, 6.5976, 3.2629], [-0.5257, 7.1332, 2.0272], [-0.3913, 6.2903, 0.9064], [-0.4619, 6.7845, -0.4051], [-0.3330, 5.9282, -1.4503], [-0.1877, 4.5643, -1.2022], [-0.1390, 4.0320, 0.0165], [-0.1896, 4.9057, 1.0855], [2.3638, 2.8842, 4.1761], [3.4518, 2.1338, 3.7320], [4.7276, 2.5531, 4.0658], [4.9099, 3.6915, 4.8438], [3.8189, 4.4207, 5.2956], [2.5345, 4.0174, 4.9713], [-0.0386, 4.8470, 4.4342], [-0.5278, 7.2194, 4.1408], [-0.7169, 8.1893, 1.8804], [-0.6151, 7.8457, -0.5648], [-0.3643, 6.2714, -2.4749], [-0.1249, 3.9011, -2.0336], [3.2914, 1.2225, 3.1733], [5.5834, 1.9754, 3.7415], [5.9103, 3.9943, 5.1256], [3.9660, 5.2901, 5.9230], [1.6795, 4.5458, 5.3651], [-4.5984, 2.8054, -0.3856], [-3.5717, 1.8273, 0.1115], [-3.8747, 0.7525, 0.5316], [-2.2925, 2.3201, 0.0152], [-5.4474, 2.2706, -0.8006], [-4.1715, 3.4930, -1.1145], [-4.9453, 3.3846, 0.4730]],
  "forces_ev_per_angstrom": [[-0.25, -0.02, -1.07], [0.07, -0.01, 0.11], [0.20, 0.45, -0.26], [-0.09, -0.36, 0.22], [-0.33, 0.01, -0.39], [0.51, 0.20, -0.05], [-0.23, -1.00, 0.71], [0.34, -0.48, 1.34], [-0.59, -0.98, -0.48], [-0.11, 0.23, 0.05], [0.09, -0.07, -0.12], [0.08, -0.10, -0.13], [0.30, 0.15, 0.09], [-0.16, -0.05, 0.08], [0.37, 0.26, 0.31], [0.22, 0.01, -0.12], [0.02, 0.09, 0.07], [0.07, 0.01, 0.00], [-0.02, 0.04, 0.01], [-0.09, 0.01, 0.08], [0.22, 0.19, -0.59], [-0.02, -0.33, 0.15], [0.16, 0.15, -0.31], [-0.12, 0.03, 0.16], [-0.08, -0.27, 0.42], [0.04, -0.01, -0.16], [-0.38, 0.67, 0.54], [-0.22, -0.82, 0.40], [0.05, 0.08, 0.09], [-0.04, -0.01, -0.02], [0.02, 0.01, 0.02], [-0.05, -0.03, -0.06], [-0.68, 0.10, -0.40], [0.84, 0.08, -1.64], [0.02, 0.08, 0.01], [0.07, 0.03, -0.06], [0.02, 0.02, 0.01], [0.11, 0.04, 0.05], [0.01, 0.01, -0.01], [-0.03, -0.02, -0.02], [-0.05, -0.03, 0.01], [0.04, -0.03, 0.05], [-0.05, -0.03, 0.03], [-0.01, -0.01, 0.00], [-0.01, -0.01, -0.05], [0.01, -0.03, -0.03], [-0.07, -0.04, 0.00], [0.01, 0.06, 0.04], [0.00, 0.01, -0.08], [-0.05, -0.03, -0.02], [0.03, -0.05, 0.00], [-0.01, 0.03, 0.02], [0.05, 0.01, -0.08], [-0.01, 0.05, 0.05], [0.04, -0.08, 0.01], [-0.02, -0.02, -0.05], [0.00, 0.00, -0.03], [0.02, 0.00, -0.02], [0.02, -0.01, -0.02], [0.00, 0.00, -0.06], [-0.01, 0.03, 0.04], [0.05, -0.01, 0.02], [0.01, -0.02, -0.06], [-0.03, -0.03, 0.02], [0.00, 0.04, 0.01], [0.08, 0.00, 0.03], [-0.01, 0.05, 0.01], [-0.03, -0.03, 0.01], [0.02, -0.05, 0.05], [0.02, 0.05, -0.01], [-0.08, 0.01, 0.03], [-0.02, -0.05, 0.06], [-0.01, -0.02, -0.08], [0.04, 0.04, -0.02], [-0.08, 0.00, 0.02], [0.04, 0.04, -0.01], [-0.01, -0.08, -0.05], [0.05, -0.19, -0.27], [0.30, -0.04, 0.11], [-0.07, 0.00, -0.23], [-1.41, 0.68, -0.54], [0.30, -0.38, 0.34], [-0.03, -0.32, 0.30], [0.06, -0.11, 0.38], [0.01, 0.23, -0.27], [-0.02, -0.07, -0.03], [-0.09, 0.32, 0.14], [0.05, -0.15, -0.33], [0.16, 0.27, 0.65], [-0.02, 1.21, 0.13], [0.14, -0.15, -0.59], [0.17, 0.24, 0.32], [-0.09, 0.13, 0.05], [0.03, 0.04, 0.00], [0.02, -0.03, -0.01], [0.03, 0.04, 0.00], [0.06, -0.19, -0.14], [-0.13, 0.04, 0.03], [0.04, -0.06, 0.01], [0.00, -0.05, -0.01], [0.01, -0.03, 0.02], [0.02, -0.02, 0.02], [0.08, 0.09, -0.30], [0.00, 0.03, 0.03], [0.00, 0.01, 0.02], [-0.02, 0.01, -0.04], [0.00, -0.03, -0.02], [0.07, -0.04, 0.05], [0.28, 0.31, -0.08], [-0.01, 0.70, -0.13], [0.42, -0.70, 0.05], [-0.61, 0.04, 1.42], [-0.01, -0.05, 0.02], [-0.07, 0.00, 0.03], [-0.01, 0.02, -0.04]],
  "max_force_ev_per_a": 1.84,
  "total_charge": 2,
  "gap_ev": [5.97, 6.09],
  "e_above_lowest_ev": 1.516,
  "lumo_ev": [-6.92, -6.92],
  "multiplicity": 2
}

---

2.
{
  "formula": "C5H11N",
  "method": "ωB97M-V/def2-TZVPD",
  "symbols": ["C", "C", "C", "C", "N", "C", "H", "H", "H", "H", "H", "H", "H", "H", "H", "H", "H"],
  "positions_angstrom": [[1.8392, -0.9045, -0.1991], [0.9008, 0.2049, -0.7573], [0.1590, 0.4841, 1.3445], [-0.8153, 1.4636, 0.8867], [-0.4695, 0.4236, -0.1336], [-1.5997, -0.4742, -0.4553], [2.4188, -0.5897, 0.6749], [1.2981, -1.8140, 0.0861], [2.5393, -1.1928, -0.9998], [1.4363, 1.1565, -0.7240], [0.6867, -0.0640, -1.7909], [-0.3096, -0.3893, 1.8006], [-0.5509, 2.4970, 0.6462], [-1.8588, 1.3701, 1.2085], [-1.2190, -1.3319, -1.0102], [-2.3998, -0.0062, -1.0545], [-2.0555, -0.8332, 0.4772]],
  "forces_ev_per_angstrom": [[-0.28, 0.05, -0.11], [-0.21, 0.08, -0.72], [-0.37, -0.05, 1.08], [0.04, 0.13, 0.06], [0.81, -0.64, 0.37], [0.31, -0.20, 0.06], [-0.35, 0.12, -0.29], [-0.07, 0.17, -0.10], [-0.24, 0.13, 0.08], [-0.28, -0.12, -0.08], [0.05, 0.16, -0.44], [-0.32, 0.17, 0.56], [0.17, -0.26, -0.01], [0.01, 0.06, -0.50], [-0.02, -0.03, 0.05], [0.56, 0.15, 0.15], [0.19, 0.07, -0.17]],
  "max_force_ev_per_a": 1.14,
  "gap_ev": 7.98,
  "e_above_lowest_ev": 4.704,
  "lumo_ev": 0.96,
  "multiplicity": 1
}